w.
Entry from the Open Molecules 2025 dataset: an isolated molecule of C2H6FN (the ωB97M-V functional and the def2-TZVPD basis).

Cartesian coordinates (Å):
H (-0.528, 1.787, -1.024)
F (0.866, -1.583, -0.571)
H (1.507, 0.084, 0.372)
C (-0.643, 0.108, 0.310)
H (-0.858, 0.848, 1.163)
H (-1.420, -0.647, 0.306)
H (0.786, -1.160, 1.377)
H (0.212, 0.463, -1.337)
C (0.707, -0.620, 0.419)
N (-0.628, 0.719, -1.016)

- net charge = 0
- SMILES = NCCF
- frontier orbital gap (eV) = 10.648

The net atomic charges from Löwdin, expressed in e, are:
1. H 0.1094
2. F -0.0519
3. H 0.1024
4. C -0.2537
5. H 0.1373
6. H 0.0943
7. H 0.1161
8. H -0.0207
9. C -0.2224
10. N -0.0110

---

x.
Entry from the Open Molecules 2025 dataset: an isolated molecule of C2H6FN (the ωB97M-V functional and the def2-TZVPD basis).

Cartesian coordinates (Å):
F (-1.080, 0.514, 1.235)
H (-1.580, -0.882, -0.562)
H (-0.551, -0.006, -1.548)
C (0.102, -0.120, 0.444)
H (0.688, 1.561, -0.365)
H (-0.010, -1.627, -0.897)
C (-0.540, -0.716, -0.695)
H (1.583, 1.365, 1.002)
N (1.119, 0.816, 0.181)
H (0.270, -0.904, 1.206)

- net charge = 0
- SMILES = C[C@@H](N)F
- frontier orbital gap (eV) = 11.813

The net atomic charges from Löwdin, expressed in e, are:
1. F -0.1815
2. H 0.0755
3. H 0.0982
4. C -0.4337
5. H 0.0819
6. H 0.0840
7. C -0.0676
8. H 0.1373
9. N 0.0616
10. H 0.1443

---

Most favorable first, least favorable last: x, w

---

w.
Entry from the Open Molecules 2025 dataset: an isolated molecule of C6H9NO2 (the ωB97M-V functional and the def2-TZVPD basis).

Cartesian coordinates (Å):
H (0.817, 1.510, 3.188)
H (-2.354, -2.025, -0.492)
H (1.592, -1.243, -0.838)
C (0.680, 1.424, 2.082)
H (-0.724, -2.538, 0.174)
N (0.928, -0.484, -0.978)
C (-0.358, -1.197, -1.293)
H (-1.571, -1.153, 0.735)
H (0.060, -2.153, -1.819)
C (1.695, 0.687, 1.310)
C (0.939, 0.305, 0.151)
C (-1.311, -1.709, -0.243)
H (-1.601, 1.905, 1.627)
O (-0.388, 0.711, 0.244)
C (-0.436, 1.439, 1.335)
H (-0.840, 0.521, -1.648)
H (2.754, 0.376, 1.414)
O (-1.097, -0.399, -2.186)

- net charge = 0
- SMILES = C[C@@H](O)Nc1ccco1
- frontier orbital gap (eV) = 8.900

The net atomic charges from Löwdin, expressed in e, are:
1. H 0.1173
2. H 0.0979
3. H 0.1313
4. C -0.1011
5. H 0.0731
6. N 0.0779
7. C -0.4627
8. H 0.1031
9. H 0.1652
10. C 0.0087
11. C -0.2863
12. C -0.0551
13. H 0.1998
14. O -0.0730
15. C -0.2136
16. H 0.1781
17. H 0.1068
18. O -0.0673

---

x.
Entry from the Open Molecules 2025 dataset: C6H9NO2 as an isolated structure (the ωB97M-V functional and the def2-TZVPD basis).

Cartesian coordinates (Å):
H (0.819, 0.525, 1.933)
H (2.438, 0.149, 1.319)
C (-0.485, 0.329, -0.494)
H (1.160, -1.077, 1.268)
H (1.466, 0.088, -2.339)
O (-3.335, -0.396, 1.138)
C (1.370, -0.012, 1.160)
H (-1.211, -1.894, -0.407)
O (-1.151, 1.284, -1.103)
C (-2.252, -0.086, 0.428)
H (1.494, -1.351, -1.303)
N (-1.883, 1.278, 0.342)
C (0.976, 0.487, -0.233)
H (1.200, 1.551, -0.329)
C (-1.313, -0.853, -0.163)
H (2.798, -0.163, -1.202)
C (1.723, -0.284, -1.345)
H (-3.812, 0.427, 1.330)

- net charge = 0
- frontier orbital gap (eV) = 8.583

The net atomic charges from Löwdin, expressed in e, are:
1. H 0.0852
2. H 0.0813
3. C -0.3207
4. H 0.0825
5. H 0.0857
6. O 0.1158
7. C -0.0542
8. H 0.1032
9. O 0.0137
10. C -0.4482
11. H 0.0851
12. N 0.1641
13. C -0.3393
14. H 0.1458
15. C 0.0330
16. H 0.0838
17. C -0.0418
18. H 0.1249

---

Most favorable first, least favorable last: w, x